Computed, not measured: the molecule C10H7NO2 in a non-equilibrium geometry, with ωB97M-V/def2-TZVPD.

Last column: Mulliken charge in e.
Geometry (Å):
C -3.420 -0.337 -0.104  -0.172
C 2.588 -0.678 0.404  -0.382
C 1.910 -1.839 0.517  -0.376
C 1.987 0.509 -0.096  -0.785
C 0.599 -1.902 0.194  -0.823
C 0.620 0.491 -0.379  0.700
C 0.044 -0.749 -0.322  0.766
C -0.199 1.737 -0.554  -0.794
C -1.600 1.533 0.052  -0.645
C -2.100 0.137 0.012  1.238
N -4.396 -0.903 -0.311  -0.438
O -1.331 -0.795 -0.760  -0.484
O -1.515 0.644 1.145  -0.466
H 3.697 -0.782 0.558  0.280
H 2.531 -2.676 0.897  0.309
H 2.687 1.402 -0.066  0.282
H 0.042 -2.756 0.383  0.504
H 0.361 2.634 -0.061  0.317
H -0.341 1.946 -1.607  0.319
H -2.165 2.382 0.097  0.648

Atoms 1-6, force components in eV/Å:
C -1.76 -0.66 0.27
C 2.05 1.79 -1.39
C 1.62 -1.64 1.08
C 1.71 -0.16 1.47
C -0.28 1.34 -0.70
C 1.85 0.66 0.28

**Maximum force**: 3.64 eV/Å
**Net charge**: 0
**SMILES string**: N#C[C@@]12Oc3ccccc3C[C@@H]1O2
**HOMO energy**: -9.4 eV
**Energy above the lowest of the compared OMol25 structures with the same formula, charge and spin**: 61.9 kcal per mole
**Electronic energy**: -590.40420 Ha


Computed, not measured: a structure of composition C10H8ClF8MnNO2 in a non-equilibrium geometry, with ωB97M-V/def2-TZVPD.

Last column: Mulliken charge in e.
Geometry (Å):
N 1.388 0.264 2.061  -0.558
C 0.483 0.139 0.936  -0.456
C -1.042 0.625 1.087  -0.233
C -1.343 1.823 2.030  0.634
F -1.402 1.340 3.312  -0.256
F -0.392 2.811 1.887  -0.282
C -2.750 2.521 1.735  0.628
F -3.143 2.395 0.437  -0.242
F -3.715 2.098 2.579  -0.218
F -2.582 3.858 1.954  -0.238
O -1.688 -0.648 1.383  -0.393
C -1.308 -1.444 0.286  0.080
O -2.033 -2.061 -0.398  -0.441
C 0.275 -1.308 0.311  1.354
Cl 0.730 -2.742 1.437  -0.176
C 1.124 -1.622 -0.985  -1.128
C 0.401 -1.244 -2.360  -0.638
C 0.965 0.099 -2.941  0.474
F 0.263 1.186 -2.703  -0.131
C 2.164 0.081 -3.726  0.389
F 2.213 0.542 -4.936  -0.068
F 3.249 -0.450 -3.241  -0.050
H 1.301 1.174 2.525  0.369
H 1.214 -0.435 2.786  0.310
H 0.844 0.727 0.045  0.176
H -1.379 0.777 0.020  0.543
H 1.320 -2.720 -1.002  0.535
H 2.077 -1.024 -0.944  0.456
H -0.716 -1.227 -2.316  0.486
H 0.697 -2.023 -3.117  0.366
Mn 2.784 -3.510 1.862  0.708

Atoms 1-6, force components in eV/Å:
N -0.29 -0.46 -0.04
C -0.57 0.76 -0.97
C 1.26 -1.59 -1.69
C -1.18 -0.60 0.18
F 0.66 0.76 -1.08
F -0.55 -1.67 0.21

**Maximum force**: 2.69 eV/Å
**Net charge**: +2
**HOMO energy (alpha / beta)**: -16.2 / -14.6 eV
**Energy above the lowest of the compared OMol25 structures with the same formula, charge and spin**: 0.0 kcal per mole
**Electronic energy**: -3000.32993 Ha
**Multiplicity**: 6


Computed, not measured: a cluster of 2 separate species, C10H8ClNO3 in total in a non-equilibrium geometry, with ωB97M-V/def2-TZVPD.

Last column: Mulliken charge in e.
Geometry (Å):
C -0.588 -1.121 2.917  0.266
C 0.459 -0.887 2.393  -0.321
C -2.871 0.970 -0.397  -0.515
C -2.361 -0.352 -0.528  -0.443
C -2.054 2.032 -0.513  -0.443
C -1.023 -0.548 -0.864  -0.106
C -0.669 1.857 -0.680  -0.562
C -0.153 0.511 -0.888  0.988
C 1.740 -0.639 1.900  -0.208
C 1.291 0.351 -1.204  -0.400
N 1.988 -0.795 -0.959  0.912
O 1.618 -1.707 -0.211  -0.773
O 3.207 -0.875 -1.618  -0.552
O 2.079 0.354 1.300  -0.461
Cl 2.224 1.541 -2.038  -0.185
H -1.242 -1.553 3.662  0.389
H -3.886 1.260 -0.353  0.404
H -2.786 -1.342 -0.437  0.374
H -2.495 3.045 -0.527  0.346
H -0.636 -1.623 -0.862  0.225
H 0.110 2.644 -0.668  0.354
H 2.590 -1.249 2.183  0.329
H 3.455 -1.874 -1.608  0.382

Atoms 1-6, force components in eV/Å:
C -0.41 -0.85 1.38
C -1.08 -0.35 0.16
C -0.20 -2.58 -0.56
C 0.77 0.45 -0.44
C 2.36 2.01 -0.38
C 0.09 -1.90 1.18

**Maximum force**: 3.69 eV/Å
**Net charge**: 0
**SMILES string**: [O-]/[N+](O)=C(/Cl)c1ccccc1.C#CC=O
**HOMO energy (alpha / beta)**: -8.3 / -8.3 eV
**Energy above the lowest of the compared OMol25 structures with the same formula, charge and spin**: 130.6 kcal per mole
**Electronic energy**: -1126.27349 Ha


Computed, not measured: the molecule C10H8F3NO in a non-equilibrium geometry, with ωB97M-V/def2-TZVPD.

Last column: Mulliken charge in e.
Geometry (Å):
C 1.613 1.452 -2.352  -0.852
C 0.756 2.437 -1.996  -0.209
C 1.533 0.307 -1.627  -0.169
C -0.144 2.226 -0.945  -0.407
C 0.619 -0.007 -0.631  0.654
C -0.211 1.053 -0.283  0.185
C 0.332 -1.198 0.078  -0.005
C 0.712 -2.424 0.034  -1.186
C -1.115 -0.644 0.982  0.674
C -0.661 -0.807 2.472  0.659
N -1.121 0.734 0.690  -0.400
O -2.207 -1.412 0.664  -0.541
F 0.458 -0.157 2.748  -0.236
F -1.652 -0.452 3.381  -0.303
F -0.581 -2.115 2.650  -0.230
H 2.448 1.630 -3.106  0.296
H 0.614 3.443 -2.446  0.332
H 2.266 -0.533 -1.889  0.184
H -0.734 3.096 -0.468  0.262
H 0.209 -3.265 0.483  0.319
H 1.685 -2.706 -0.335  0.281
H -2.091 0.989 0.453  0.315
H -2.727 -1.645 1.444  0.380

Atoms 1-6, force components in eV/Å:
C 1.99 0.77 -1.44
C -2.26 2.39 0.71
C 2.21 -4.31 -0.29
C -0.71 3.12 0.67
C 1.20 2.10 -0.95
C 0.30 -1.21 -0.45

**Maximum force**: 4.92 eV/Å
**Net charge**: 0
**SMILES string**: C=C1c2ccccc2N[C@]1(O)C(F)(F)F
**HOMO energy**: -8.5 eV
**Energy above the lowest of the compared OMol25 structures with the same formula, charge and spin**: 34.3 kcal per mole
**Electronic energy**: -815.40710 Ha


Computed, not measured: a structure of composition C10H8HgN2O5 in a non-equilibrium geometry, with ωB97M-V/def2-TZVPD.

Last column: Mulliken charge in e.
Geometry (Å):
O 0.003 3.971 -2.083  -0.127
C -0.042 2.853 -2.296  0.145
Hg -0.449 -0.535 -1.720  1.659
O -0.002 0.040 -5.775  -0.085
C -0.078 0.031 -4.644  0.130
C -0.061 -2.691 -2.314  0.158
O -0.026 -3.802 -2.030  -0.060
C -2.850 0.046 -2.585  0.090
O -3.988 0.026 -2.598  -0.051
C 2.308 0.030 -2.154  0.064
O 3.451 0.022 -2.129  -0.074
C 2.286 0.000 3.244  -1.068
C 1.106 0.008 2.353  0.715
C -0.246 0.012 2.647  -0.866
C -0.937 0.006 1.427  0.509
N -0.025 0.010 0.429  -0.516
N 1.188 -0.006 1.016  0.125
C -2.390 -0.004 1.202  -0.799
H 2.285 0.882 3.908  0.317
H 2.286 -0.887 3.902  0.314
H 3.201 0.001 2.637  0.308
H -0.674 0.001 3.645  0.426
H 2.032 0.003 0.456  0.075
H -2.852 -0.892 1.655  0.333
H -2.863 0.874 1.664  0.338
H -2.665 0.004 0.142  -0.061

Atoms 1-6, force components in eV/Å:
O -0.08 -2.50 -0.54
C 0.03 2.34 0.61
Hg 0.21 1.07 0.71
O -0.12 0.07 2.15
C 0.08 -0.14 -1.93
C -0.09 -4.57 1.39

**Maximum force**: 4.78 eV/Å
**Net charge**: +2
**HOMO energy**: -16.5 eV
**Energy above the lowest of the compared OMol25 structures with the same formula, charge and spin**: 5.9 kcal per mole
**Electronic energy**: -1024.30334 Ha


Computed, not measured: the molecule C10H8O3 in a non-equilibrium geometry, with ωB97M-V/def2-TZVPD.

Last column: Mulliken charge in e.
Geometry (Å):
C 3.119 -1.174 0.148  -0.834
C 0.907 -0.082 -0.142  0.345
C 1.418 1.226 -0.068  -0.287
C 0.567 2.305 -0.030  -0.712
C -0.786 2.108 -0.022  -0.622
C -1.294 0.851 -0.006  0.363
C -3.282 -0.340 -0.086  0.386
C -2.511 -1.630 -0.044  -0.378
C -1.183 -1.546 0.042  -0.442
C -0.485 -0.230 -0.024  0.646
H 3.814 -0.714 -0.656  0.283
H 3.272 -0.613 1.063  0.388
H 3.475 -2.173 0.140  0.290
H 2.495 1.354 -0.213  0.373
H 0.946 3.326 0.033  0.348
H -1.411 2.930 -0.045  0.539
H -3.172 -2.540 0.081  0.339
H -0.557 -2.490 0.174  0.320
O 1.709 -1.145 -0.305  -0.431
O -2.574 0.824 0.044  -0.337
O -4.467 -0.246 -0.082  -0.577

Atoms 1-6, force components in eV/Å:
C -0.14 2.31 -2.57
C 0.67 1.99 0.67
C 1.10 -1.27 -0.69
C 0.14 0.63 0.32
C 1.78 0.60 0.02
C 2.36 1.48 -0.12

**Maximum force**: 3.80 eV/Å
**Net charge**: 0
**SMILES string**: COc1cccc2oc(=O)ccc12
**HOMO energy**: -8.7 eV
**Energy above the lowest of the compared OMol25 structures with the same formula, charge and spin**: 27.3 kcal per mole
**Electronic energy**: -611.54444 Ha